1.
An isolated molecule of C21H22BrO3PS in a non-equilibrium geometry. Source: the OMol25 dataset; level of theory: ωB97M-V with the def2-TZVPD basis set.

Element x y z (Å)
C: -1.38022 -1.30999 4.53087
C: -2.38329 -2.00468 3.52103
C: -3.85839 -1.50843 3.92300
C: -2.15740 -1.57321 2.01836
C: -1.00174 -2.35818 1.32903
C: -1.12948 -3.78725 0.96543
C: -0.01779 -4.46048 0.27784
Br: -0.31596 -6.34294 -0.21062
C: 1.23971 -3.80628 -0.07032
C: 1.37665 -2.40176 0.28098
C: 0.25967 -1.70849 0.97072
C: 0.52436 -0.18755 1.25375
O: 0.21672 0.36702 2.28068
C: 1.25595 0.55700 0.07834
C: 0.82369 1.88451 -0.31630
C: 1.54015 2.49557 -1.46784
C: 1.01626 3.91962 -1.91005
C: -0.05135 3.70519 -3.06047
C: -1.21083 2.70302 -2.71178
O: -2.01675 2.47210 -3.90748
C: 2.63283 1.80533 -2.16849
P: 3.48853 2.58447 -3.64583
S: 3.90010 1.17269 -4.94978
C: 3.06336 0.46459 -1.74661
C: 2.35952 -0.14080 -0.62732
C: 2.66367 -1.58016 -0.08451
O: 3.78287 -1.99728 0.07167
H: -1.91047 -1.29094 5.53027
H: -0.43037 -1.88093 4.69408
H: -1.19595 -0.24411 4.24717
H: -2.27514 -3.10989 3.66636
H: -4.35920 -2.29577 4.54030
H: -3.70311 -0.54728 4.49220
H: -4.45872 -1.22999 3.00998
H: -3.09199 -1.77629 1.41525
H: -2.02615 -0.45909 1.99410
H: -2.07140 -4.34843 1.18699
H: 2.06155 -4.32322 -0.61295
H: -0.01464 2.43634 0.16966
H: 1.91267 4.48155 -2.30126
H: 0.52480 4.45422 -1.05752
H: 0.38429 3.38547 -4.04225
H: -0.54446 4.71004 -3.22374
H: -0.85755 1.68533 -2.39046
H: -1.91770 3.14013 -1.94749
H: -1.66913 1.63048 -4.25500
H: 4.63464 3.31816 -3.23195
H: 2.49692 3.40397 -4.27171
H: 3.89028 -0.10337 -2.23633

Computed properties:
total charge = 0
gap between HOMO and LUMO = 7.794 eV
SMILES string = CC(C)Cc1cc(Br)cc2c1C(=O)c1cc(CCCO)c([PH2]=S)cc1C2=O

2.
An isolated molecule of C21H22ClNO4S. Source: the OMol25 dataset; level of theory: ωB97M-V with the def2-TZVPD basis set.

Element x y z (Å)
C: -3.61079 2.53396 -0.08394
O: -2.92074 2.39280 1.13372
C: -2.04465 1.36386 1.27599
C: -1.41144 1.27179 2.51604
C: -0.50866 0.25899 2.75607
C: -0.20991 -0.66659 1.77020
C: -0.81364 -0.57194 0.52576
C: -0.47342 -1.55063 -0.57603
N: 0.94111 -1.87559 -0.60447
C: 1.89151 -0.89140 -0.57309
O: 3.07853 -1.14739 -0.46754
C: 1.37952 0.49168 -0.67511
C: 1.89229 1.46964 0.07584
C: 1.44357 2.84827 0.12449
C: 0.31985 3.30494 -0.56842
C: -0.09710 4.61588 -0.46768
C: 0.61319 5.49976 0.33148
Cl: 0.09370 7.14083 0.45954
C: 1.73448 5.07587 1.02791
C: 2.13742 3.75976 0.92414
C: 1.42005 -3.24626 -0.55379
C: 1.41846 -3.91268 -1.94872
C: 0.01461 -4.35442 -2.29298
S: -0.62139 -4.95277 -0.68566
O: -1.92546 -4.39527 -0.43012
O: -0.49072 -6.37855 -0.59864
C: 0.63686 -4.14932 0.37846
C: -1.74128 0.43542 0.28782
H: -4.22460 1.65451 -0.30377
H: -2.92438 2.71779 -0.91678
H: -4.25789 3.40016 0.04370
H: -1.64880 2.00565 3.26887
H: -0.02845 0.18868 3.72013
H: 0.51630 -1.44102 1.96495
H: -1.05157 -2.46386 -0.42125
H: -0.78202 -1.13215 -1.54352
H: 0.59775 0.67388 -1.39477
H: 2.69715 1.21355 0.75293
H: -0.23969 2.62415 -1.18982
H: -0.96931 4.95986 -1.00172
H: 2.28050 5.77143 1.64585
H: 3.00896 3.42761 1.46854
H: 2.46374 -3.15354 -0.22294
H: 1.82316 -3.21593 -2.68348
H: 2.07218 -4.78528 -1.90845
H: -0.62747 -3.54443 -2.62233
H: -0.02054 -5.17902 -2.99586
H: 1.25448 -4.94961 0.77342
H: 0.13239 -3.62783 1.18474
H: -2.21783 0.48477 -0.67970

Computed properties:
total charge = 0
gap between HOMO and LUMO = 8.357 eV
energy relative to the best compared isomer or geometry (same formula, charge and spin) = 0.0104 eV
SMILES string = COc1cccc(CN(C(=O)/C=C/c2ccc(Cl)cc2)[C@@H]2CCS(=O)(=O)C2)c1

3.
A structure of composition C21H22F10N4O6S3Ta in a non-equilibrium geometry. Source: the OMol25 dataset; level of theory: ωB97M-V with the def2-TZVPD basis set.

Element x y z (Å)
Ta: 0.52066 -0.05153 -0.39666
C: -2.03869 2.93991 2.02816
C: -1.13202 2.00650 2.82023
N: -0.97865 0.61771 2.34469
C: -0.35850 -0.18139 3.41911
C: 0.92267 0.40954 3.99164
C: -2.25455 0.00691 1.97618
C: -2.48080 0.12558 0.46604
N: -1.42521 -0.64431 -0.20729
C: -1.84022 -1.90486 -0.62524
C: -0.94396 -2.97997 -0.58456
F: 0.31452 -2.70794 -0.09142
C: -1.22228 -4.26777 -1.00244
F: -0.27003 -5.19156 -0.93385
C: -2.48812 -4.58365 -1.46195
C: -3.40775 -3.55296 -1.53511
F: -4.63044 -3.81338 -1.98748
C: -3.09812 -2.24666 -1.16361
F: -4.04211 -1.31758 -1.38354
H: -1.99780 3.91438 2.51223
H: -3.07829 2.62556 2.03343
H: -1.69628 3.05869 1.00704
H: -1.51663 1.98025 3.84838
H: -0.13945 2.45630 2.82910
H: -0.13549 -1.17030 3.01240
H: -1.08344 -0.30053 4.23850
H: 1.60726 0.67562 3.19359
H: 1.40013 -0.33158 4.62930
H: 0.72030 1.29596 4.58745
H: -3.09118 0.46168 2.52023
H: -2.22821 -1.05801 2.22738
H: -2.41092 1.16564 0.15509
H: -3.47629 -0.23889 0.22994
H: -2.74652 -5.58544 -1.75981
F: 4.93285 -2.72947 -2.49200
C: 4.54255 -1.52911 -2.11795
F: 5.45509 -0.99830 -1.31774
F: 4.40722 -0.76065 -3.19411
S: 2.91587 -1.50250 -1.18431
O: 2.78834 -0.11328 -0.79700
O: 1.85737 -1.95706 -2.01938
N: 3.17086 -2.40866 0.06652
S: 2.49503 -1.97890 1.40234
O: 1.44775 -0.95873 1.16080
O: 2.12017 -3.02448 2.26707
C: 3.82334 -0.91666 2.21466
F: 3.59089 0.33074 1.79274
F: 5.02330 -1.28885 1.80234
F: 3.79809 -0.91789 3.53441
S: 1.46076 2.08234 0.55010
C: 0.40077 3.00516 -0.45988
C: 0.49411 4.38095 -0.67783
C: -0.41804 4.97302 -1.52906
C: -1.39367 4.18550 -2.13805
C: -1.42311 2.83067 -1.86658
N: -0.55458 2.25601 -1.03347
H: 1.26884 4.94071 -0.18142
H: -0.38316 6.03419 -1.72782
H: -2.12099 4.61768 -2.80526
H: -2.15640 2.17359 -2.31418
C: 0.63163 -0.32488 -4.62935
C: 0.21214 -0.37661 -3.19038
O: -0.64292 -1.14672 -2.77419
O: 0.77577 0.43296 -2.34022
H: 0.21255 -1.17845 -5.15526
H: 1.71553 -0.33922 -4.69359
H: 0.27848 0.59498 -5.08911

Computed properties:
total charge = +1
gap between HOMO and LUMO = 7.016 eV
energy relative to the best compared isomer or geometry (same formula, charge and spin) = 0.4532 eV